Record 1
A cluster of 2 separate species, CHN4 in total, computed with the ωB97M-V functional and the def2-TZVPD basis.

Values from the calculation:
**LUMO energy**: 4.573 eV
**HOMO-LUMO gap**: 0.27833 Ha
**Total charge**: -1
**Molecular weight**: 69.05 g/mol
**Spin multiplicity**: 1
**HOMO energy**: -3.000 eV

XYZ file:
```
6
Properties=species:S:1:pos:R:3:forces:R:3:lowdin_charge:R:1
C 1.29204 -0.26718 -0.35630 -2.958 1.092 -3.120 -0.19
N -3.44822 -0.61779 0.13859 3.286 2.782 -0.621 -0.11
N 2.20178 -0.44701 0.28488 2.108 -0.594 1.645 0.00
N -2.44668 0.05914 0.02656 0.332 -1.408 0.732 -0.60
N -1.35503 0.61687 -0.00557 -3.721 -1.353 -0.294 -0.12
H 0.46524 0.00803 -1.08025 0.953 -0.519 1.658 0.02
```
Positions in Å, forces in eV/Å.

Record 2
A structure of composition C40H90F16KN13O32S16, computed with the ωB97M-V functional and the def2-TZVPD basis.

Values from the calculation:
**LUMO energy**: 2.284 eV
**HOMO-LUMO gap**: 0.28164 Ha
**Total charge**: -2
**Molecular weight**: 2121.36 g/mol
**Spin multiplicity**: 1
**HOMO energy**: -5.380 eV

XYZ file:
```
208
Properties=species:S:1:pos:R:3:forces:R:3:lowdin_charge:R:1
K 2.53782 6.68528 -1.77720 -0.135 -0.139 0.105 0.88
C 2.63369 3.37660 0.33148 0.559 -0.468 -0.258 -0.08
C 1.35863 2.73741 -0.12487 -1.052 -0.919 0.713 -0.24
C 1.33938 1.24794 0.21231 -0.856 -0.046 -1.472 -0.09
N 0.17029 0.50072 -0.57728 -0.982 -0.498 1.761 -0.19
C -1.20654 1.11880 -0.11866 2.319 -0.558 -1.005 0.03
C 0.22077 0.48947 -2.10713 1.164 -0.522 1.097 -0.08
C -0.08664 -0.96987 -2.59556 -1.212 1.182 0.503 -0.11
C -0.60344 -1.75200 -1.33596 1.294 1.589 0.668 -0.09
C 0.18071 -1.01437 -0.14332 -0.194 0.439 -2.119 -0.05
H 3.44274 2.83382 -0.15733 0.378 0.351 -0.175 0.09
H 2.84478 3.25974 1.39444 -0.307 0.287 0.056 0.08
H 2.64060 4.42816 0.04465 0.246 0.010 0.285 0.04
H 1.21927 2.86725 -1.19809 -0.225 0.229 0.001 0.11
H 0.52208 3.10856 0.46720 -0.182 0.704 -0.530 0.10
H 1.13613 1.13824 1.27756 0.003 -0.452 -0.138 0.10
H 2.29838 0.80702 -0.05975 -0.263 -0.539 -0.044 0.12
H -1.97647 0.55461 -0.64496 -0.076 -0.236 0.577 0.11
H -1.22103 2.12636 -0.53425 0.027 0.060 0.325 0.06
H -1.12502 1.06750 0.96708 -0.782 0.072 -0.082 0.08
H -0.41145 1.30708 -2.45342 0.003 -0.262 -0.296 0.11
H 1.27757 0.69509 -2.27740 -0.074 0.263 -0.505 0.11
H -0.93441 -0.90435 -3.27754 0.137 -0.129 -0.256 0.10
H 0.78335 -1.31620 -3.15348 -0.052 -0.575 0.484 0.10
H -1.67844 -1.58950 -1.25811 0.007 -0.155 0.089 0.09
H -0.41622 -2.82411 -1.39629 0.150 0.143 0.138 0.11
H -0.15543 -1.06992 0.89207 -0.233 -0.059 -0.236 0.09
H 1.23208 -1.28904 -0.22870 0.099 -0.142 0.239 0.11
C 3.25498 -0.43344 8.67787 -0.032 -0.460 0.654 -0.10
C 3.76277 0.93472 8.19144 0.337 -0.318 0.089 -0.21
C 4.69252 0.75511 6.96128 0.362 1.541 -0.491 -0.07
N 5.29107 2.07432 6.25302 -1.285 -0.433 0.965 -0.23
C 6.25111 2.75918 7.21950 -0.563 -1.045 -1.454 0.02
C 4.21753 3.09495 5.81737 -1.083 -0.761 -0.351 -0.08
C 4.44239 3.36925 4.31553 0.021 -0.718 0.418 -0.14
C 4.93589 2.02673 3.79623 1.038 -0.366 1.716 -0.13
C 5.87650 1.56967 4.94766 0.134 0.795 -0.700 -0.10
H 2.68260 -0.39074 9.60450 -0.116 0.722 0.086 0.07
H 4.10644 -1.02899 9.00717 0.184 -0.261 -0.430 0.07
H 2.60036 -1.03850 8.05061 0.358 0.330 -0.653 0.08
H 4.29431 1.32766 9.05815 0.470 0.138 -0.119 0.09
H 2.94795 1.64906 8.07359 -0.084 -0.190 -0.700 0.11
H 4.22462 0.18908 6.15581 -0.366 0.259 0.020 0.12
H 5.65190 0.27015 7.14155 -0.287 -0.389 0.681 0.12
H 6.54264 3.68578 6.72499 0.051 0.035 0.368 0.11
H 7.10587 2.09054 7.32133 0.029 0.179 0.283 0.10
H 5.69613 2.89413 8.14788 0.328 0.210 -0.084 0.09
H 4.14218 3.97965 6.44960 0.671 -0.078 0.096 0.13
H 3.28551 2.56100 6.00268 -0.223 0.051 -0.461 0.10
H 5.20577 4.13632 4.18526 -0.335 0.184 -0.232 0.11
H 3.51576 3.56543 3.77610 0.096 0.778 0.391 0.11
H 5.62542 2.08985 2.95441 -0.792 -0.113 -0.473 0.13
H 4.10256 1.32906 3.71312 0.153 -0.037 -0.534 0.10
H 6.79284 2.13844 4.78984 0.293 -0.295 0.221 0.13
H 6.04481 0.49275 4.94515 0.149 0.169 0.255 0.12
C -8.90415 1.50002 1.75539 0.151 0.072 0.100 -0.08
C -7.74912 2.55203 1.97191 -0.832 -0.684 -1.305 -0.19
C -6.65911 2.19391 0.91472 0.413 1.325 0.539 -0.08
N -5.28011 2.96969 1.02712 -0.297 0.561 0.921 -0.21
C -4.28714 2.23898 0.16327 -1.454 -0.610 -0.119 0.02
C -5.44021 4.48000 0.61253 0.208 -0.116 -0.508 -0.06
C -4.92667 5.37667 1.74236 -0.229 -1.997 0.593 -0.12
C -5.02338 4.40811 2.95572 -1.227 1.625 0.857 -0.17
C -4.74985 3.01206 2.47648 0.647 0.750 -0.710 -0.09
H -9.19330 1.34238 0.71634 0.673 0.045 -0.328 0.08
H -9.88532 1.74776 2.16040 0.297 0.479 0.667 0.07
H -8.61618 0.53549 2.17355 0.049 -0.014 -0.108 0.05
H -7.42627 2.51752 3.01243 0.236 -0.108 -0.165 0.10
H -8.16628 3.53818 1.76794 0.197 0.183 0.090 0.10
H -6.95121 2.50124 -0.08944 -0.422 -0.232 0.076 0.13
H -6.51741 1.11317 0.91695 0.675 0.068 0.083 0.12
H -3.34421 2.76731 0.02242 -0.270 0.061 0.182 0.10
H -4.82547 2.05543 -0.76657 0.489 0.237 -0.366 0.12
H -4.22604 1.24934 0.61601 0.623 0.045 0.023 0.08
H -4.87206 4.68670 -0.29443 0.027 -0.558 -0.095 0.13
H -6.48402 4.67304 0.36494 -0.027 -0.259 0.262 0.12
H -3.87145 5.62391 1.62612 -0.187 0.330 -0.360 0.11
H -5.56981 6.24220 1.90150 0.324 0.045 -0.171 0.12
H -4.38016 4.83107 3.72739 0.401 -0.770 0.097 0.12
H -6.01333 4.49910 3.40271 -0.307 -0.131 -0.143 0.10
H -3.66106 2.99375 2.42849 0.036 -0.832 -0.243 0.13
H -5.15626 2.17429 3.04310 0.140 0.142 -0.068 0.13
C -4.31449 -5.83370 3.69033 1.091 -0.907 0.140 -0.09
C -2.82072 -5.49155 3.97367 -0.556 0.300 0.355 -0.24
C -1.81227 -6.01946 2.94207 -0.060 2.073 0.034 -0.09
N -0.33164 -5.47675 3.14246 -0.269 -1.980 -1.134 -0.21
C 0.31791 -6.42458 4.22782 -0.277 2.104 -1.450 0.05
C -0.16681 -3.93738 3.37104 0.776 -1.116 0.415 -0.04
C 1.20077 -3.51118 2.75964 0.099 -1.252 -0.061 -0.14
C 1.77167 -4.77227 2.03918 -1.750 0.236 0.426 -0.12
C 0.48952 -5.69055 1.85308 1.386 0.676 -0.022 -0.08
H -4.91268 -5.32640 4.44724 -0.063 -0.135 -0.151 0.07
H -4.41761 -6.91575 3.77177 -0.473 -0.101 -0.002 0.06
H -4.64341 -5.51694 2.70060 0.163 0.161 0.079 0.08
H -2.52862 -5.82152 4.97062 -0.194 -0.180 0.189 0.10
H -2.93600 -4.40976 4.04096 1.096 0.256 -0.401 0.10
H -2.18781 -5.61655 2.00146 0.480 -0.136 -0.341 0.13
H -1.76877 -7.10759 2.89551 0.160 0.118 0.072 0.12
H -0.14470 -6.25689 5.20044 -0.072 -0.095 -0.218 0.09
H 1.35922 -6.10245 4.22556 -0.023 -0.400 0.329 0.09
H 0.19120 -7.42913 3.82421 0.083 0.129 0.333 0.10
H -0.21534 -3.94085 4.45996 -0.242 1.081 -0.141 0.12
H -0.94772 -3.39887 2.83411 -0.417 -0.347 0.486 0.13
H 1.96731 -3.27351 3.49722 -0.541 0.626 0.030 0.10
H 1.07087 -2.71516 2.02642 -0.010 0.141 0.441 0.10
H 2.50378 -5.18246 2.73479 0.009 -0.547 -0.408 0.10
H 2.28746 -4.45300 1.13357 -0.215 -0.489 -0.129 0.10
H 0.77903 -6.72190 1.65157 -0.307 -0.204 0.569 0.12
H -0.12211 -5.40084 0.99863 -0.042 0.409 0.180 0.13
C 1.49991 1.18710 -5.53231 -0.738 0.894 0.319 -0.07
C 1.57951 0.24633 -6.72791 0.913 0.870 0.708 -0.23
C 0.76422 -0.98893 -6.47496 0.286 -1.684 -2.203 -0.05
N 0.91819 -1.95152 -7.76261 -1.200 -0.326 0.754 -0.17
C 0.53639 -1.17483 -9.08690 1.217 -1.231 1.183 0.05
C 0.03901 -3.24510 -7.51243 -0.663 1.051 -0.147 -0.10
C 0.51863 -4.23813 -8.50030 0.966 0.423 -0.994 -0.16
C 2.05542 -4.02687 -8.46654 0.097 -0.045 -0.747 -0.13
C 2.28233 -2.66697 -7.77273 -0.154 0.127 0.118 -0.10
H 1.63494 0.76596 -4.53606 -0.045 -0.495 -0.230 0.06
H 0.51617 1.65378 -5.58298 -0.265 -0.059 0.460 0.06
H 2.16812 2.04812 -5.54821 0.372 -0.184 -0.484 0.08
H 2.63104 0.05631 -6.94302 0.096 -0.622 0.113 0.11
H 1.24411 0.83747 -7.58006 -0.397 -0.272 0.028 0.09
H -0.30715 -0.82290 -6.36222 0.015 0.207 -0.092 0.12
H 1.10374 -1.67741 -5.70112 0.226 0.521 0.351 0.11
H -0.43753 -0.68585 -9.06482 -0.031 -0.523 0.489 0.09
H 0.63287 -1.90736 -9.88827 -0.162 0.193 -0.015 0.09
H 1.28268 -0.39099 -9.21621 0.027 -0.255 -0.002 0.09
H -1.01049 -3.04373 -7.72713 -0.014 0.415 0.802 0.13
H 0.24452 -3.61884 -6.50935 -0.245 0.631 0.241 0.14
H 0.08984 -3.90286 -9.44467 0.193 -0.430 -0.385 0.10
H 0.17942 -5.25950 -8.32758 0.105 0.182 0.257 0.13
H 2.50159 -3.99208 -9.46043 -0.198 -0.069 -0.207 0.10
H 2.54797 -4.86116 -7.96707 0.008 0.389 0.339 0.09
H 3.08292 -2.04677 -8.17587 -0.302 0.046 -0.371 0.13
H 2.57755 -2.83300 -6.73668 -0.444 0.133 0.092 0.08
N 4.44710 -3.05122 1.85128 -0.684 3.576 4.250 -0.26
S 4.79229 -2.81442 0.40472 0.988 -3.597 -7.476 0.41
O 6.12298 -2.32569 0.13591 -1.343 0.850 0.259 -0.27
O 3.64403 -2.53413 -0.44211 1.361 0.661 1.075 -0.29
F 5.01095 -4.38931 0.06770 -0.185 0.217 0.262 -0.22
S 4.49474 -1.43988 2.34133 -1.109 1.273 1.782 0.57
O 3.60384 -0.46363 1.69085 2.120 -1.830 0.249 -0.30
O 5.80076 -1.00640 2.81664 -1.540 -0.478 -0.630 -0.29
F 3.65054 -1.64497 3.66790 0.271 -0.462 0.695 -0.21
N -4.78665 -0.67280 2.61918 -5.281 0.978 5.251 -0.27
S -4.24563 -1.58780 1.61823 5.978 -3.499 -8.523 0.37
O -4.62707 -1.25249 0.25433 -0.160 -0.210 1.446 -0.28
O -3.92518 -2.98572 1.83009 -1.279 0.666 0.752 -0.29
F -2.78959 -0.99185 1.73756 1.337 0.611 -0.285 -0.20
S -6.08122 -1.55292 3.14715 -1.336 -0.123 3.007 0.58
O -5.71699 -2.71888 3.95737 -0.715 2.336 -1.240 -0.30
O -7.20032 -1.66834 2.24630 1.158 0.189 0.391 -0.27
F -6.59955 -0.41544 4.20123 0.463 -0.777 -0.566 -0.22
N -3.74221 -5.18911 -4.20969 2.610 1.298 3.575 -0.27
S -2.90660 -3.95012 -3.47512 2.168 2.043 4.400 0.58
O -3.58758 -2.91832 -2.63458 0.860 -2.662 -2.933 -0.30
O -1.69284 -3.52360 -4.17830 -2.050 -0.601 0.659 -0.31
F -2.31570 -4.84643 -2.29219 0.048 -0.579 -0.145 -0.22
S -4.12418 -4.39888 -5.42923 -4.649 -0.169 -7.792 0.42
O -3.14193 -4.15003 -6.47743 -0.793 -0.339 1.505 -0.31
O -5.21311 -3.49049 -5.27160 0.855 1.561 0.662 -0.28
F -5.08403 -5.57461 -6.09111 1.189 -0.567 -0.041 -0.26
N -0.05004 5.81634 -2.56004 -0.358 3.163 2.671 -0.33
S -1.10897 6.82117 -1.75711 1.176 4.010 3.184 0.57
O -1.59247 6.43677 -0.43110 0.608 -0.312 -2.483 -0.28
O -1.89407 7.75113 -2.51972 0.443 -1.355 0.216 -0.25
F 0.15359 7.78408 -1.33909 0.139 0.144 0.195 -0.31
S -1.12163 4.86588 -3.02706 -3.796 -7.904 -5.844 0.43
O -2.03337 5.37634 -4.04923 0.602 -0.034 2.616 -0.26
O -1.59694 3.84511 -2.07423 0.669 2.357 -0.979 -0.30
F -0.19261 4.00474 -4.00163 0.610 -0.083 0.696 -0.19
N -2.50513 0.44823 -6.78287 2.405 2.259 -3.612 -0.25
S -2.24667 1.94148 -7.50927 -0.761 0.071 -4.189 0.58
O -1.76897 3.11366 -6.78572 -0.606 -2.221 -1.195 -0.27
O -3.27387 2.06340 -8.54234 1.588 0.639 1.582 -0.30
F -0.99514 1.40797 -8.36793 0.466 0.464 0.113 -0.23
S -3.09203 1.05061 -5.55580 -5.535 -1.457 9.163 0.38
O -4.43513 1.63459 -5.59089 2.018 0.188 -0.998 -0.29
O -2.19982 1.59765 -4.56198 0.171 0.026 -0.659 -0.31
F -3.48260 -0.36786 -4.88448 0.445 0.072 -0.162 -0.21
N 4.75793 -3.16018 -5.66367 1.333 -4.861 -3.995 -0.27
S 4.62303 -4.82633 -5.58110 1.451 -1.831 -2.501 0.54
O 3.33179 -5.39853 -5.82909 0.208 0.715 0.289 -0.28
O 5.48117 -5.48509 -4.64275 -0.486 0.679 -0.491 -0.25
F 5.34095 -5.00328 -6.99255 0.182 -0.239 -0.106 -0.21
S 4.20035 -2.88589 -4.34068 -3.243 5.437 10.581 0.43
O 4.98250 -3.10428 -3.10505 -1.320 -0.481 -2.899 -0.30
O 2.72955 -3.04922 -4.15467 2.634 0.254 -1.011 -0.32
F 4.44167 -1.29679 -4.49879 -0.722 0.384 -0.059 -0.22
N -0.93799 0.75546 4.95265 1.505 4.083 -0.433 -0.24
S 0.41276 0.13524 4.48571 2.914 -5.202 1.214 0.46
O 1.67521 0.55607 5.14697 -2.365 -0.486 -1.491 -0.32
O 0.43893 -0.27054 3.11090 0.529 0.419 0.273 -0.29
F 0.09777 -1.28426 5.21921 0.428 0.164 -0.049 -0.22
S -0.43596 2.30233 4.46116 -1.995 3.434 0.183 0.58
O -0.35913 2.39344 3.00289 0.541 0.048 2.045 -0.30
O 0.48338 3.07847 5.31793 -1.714 -1.988 -1.811 -0.31
F -1.83963 3.04372 4.74344 0.357 -0.489 0.118 -0.21
N 3.81750 6.82545 0.66446 -3.209 2.278 2.768 -0.35
S 5.11121 6.22146 1.12744 7.933 -4.995 -1.077 0.41
O 4.97765 4.90229 1.76541 0.442 2.492 -0.446 -0.30
O 6.16986 7.14874 1.52126 -1.683 -1.449 0.249 -0.29
F 5.70573 5.77519 -0.31842 -0.763 0.196 -0.153 -0.22
S 3.47233 7.36829 2.28693 -4.569 2.268 2.996 0.62
O 4.17098 8.56858 2.69601 -0.080 -1.786 -0.660 -0.28
O 3.07595 6.38977 3.33662 1.661 1.732 -3.114 -0.28
F 2.04354 8.01799 1.93794 0.360 -0.691 -0.608 -0.20
```
Positions in Å, forces in eV/Å.